12
Properties=species:S:1:pos:R:3 method="wB97M-V/def2-TZVPD" total_energy_ha=-440.12130 charge=+2 max_force_ev_per_a=6.11 homo_lumo_gap_ev="7.48 / 5.76" s2=3.791 multiplicity=4
C 1.80935 -0.31287 -0.35549
O 0.50042 0.22070 -0.58140
C -0.53190 -0.28119 0.08537
O -1.61289 -0.04625 -0.60009
Au -1.31774 0.06495 -2.43029
H 2.24807 0.21111 0.50013
H 1.75740 -1.38893 -0.14809
H 2.36720 -0.14166 -1.27947
H -0.45385 -1.14275 0.76170
O -1.45542 0.65485 1.69992
H -1.06434 1.52778 1.58148
H -2.24631 0.63427 0.76623


100
Properties=species:S:1:pos:R:3 method="wB97M-V/def2-TZVPD" total_energy_ha=-4316.85651 max_force_ev_per_a=0.74 homo_lumo_gap_ev=7.34
Ta 0.15901 -0.36562 0.10353
O 1.77782 -2.33945 -0.69544
C 0.66559 -2.59306 -1.15290
O -0.10282 -1.61405 -1.55385
C 0.10268 -3.96513 -1.03385
C -1.27343 -4.16970 -1.66785
C -1.59300 -5.67279 -1.68851
C -1.98482 -5.91622 -0.21177
C -1.73923 -4.52662 0.38359
O -2.15145 -3.65720 -0.66569
C -0.20974 -4.27541 0.47193
C 0.09574 -3.23183 1.52690
O 0.38897 -3.48305 2.66164
O -0.10773 -1.97829 1.11571
H 0.86608 -4.64775 -1.41170
H -1.43174 -3.63173 -2.59926
H -2.41954 -5.88914 -2.36248
H -0.73665 -6.26838 -2.00635
H -3.04014 -6.16748 -0.12423
H -1.40619 -6.70073 0.27286
H -2.28411 -4.29496 1.29425
H 0.30608 -5.17740 0.80438
C 3.64245 -0.12594 -0.12774
P 2.38746 0.36992 -1.35449
C 2.90500 -0.44883 -2.89168
C 2.01094 -1.14461 -3.69581
C 2.44717 -1.76838 -4.85678
C 3.78378 -1.70552 -5.22034
C 4.68252 -1.01113 -4.42337
C 4.24640 -0.38736 -3.26665
C 2.77241 2.12449 -1.64568
C 2.85290 2.99527 -0.55988
C 3.14303 4.33380 -0.75988
C 3.34896 4.82235 -2.04104
C 3.25946 3.96544 -3.12644
C 2.97200 2.62425 -2.92869
C 3.09634 0.15576 1.23024
C 3.78161 0.43947 2.37318
C 2.83137 0.49443 3.42766
C 1.61278 0.24818 2.87335
C 0.28747 0.09356 3.53269
P -0.92414 0.92731 2.46693
C -2.53020 0.72296 3.32047
C -2.70628 -0.25964 4.29338
C -3.92520 -0.39997 4.93430
C -4.98871 0.42662 4.60846
C -4.82442 1.40666 3.64285
C -3.60159 1.55488 3.00727
C -0.60196 2.71133 2.66625
C -1.31083 3.64613 1.91256
C -1.10184 5.00274 2.09070
C -0.17094 5.44495 3.01779
C 0.54317 4.52792 3.77060
C 0.32680 3.16883 3.59829
N 1.72742 0.06155 1.49657
H 4.57404 0.41865 -0.29613
H 3.82586 -1.19279 -0.27172
H 0.96683 -1.18533 -3.41990
H 1.73824 -2.29996 -5.47723
H 4.12524 -2.19445 -6.12225
H 5.72545 -0.94999 -4.70342
H 4.95591 0.16416 -2.66187
H 2.67376 2.63490 0.44698
H 3.19477 4.99753 0.09034
H 3.57067 5.86846 -2.19295
H 3.40546 4.33700 -4.13115
H 2.91085 1.96549 -3.78463
H 4.84667 0.56816 2.44141
H 3.02134 0.67006 4.47246
H 0.28490 0.45875 4.56136
H 0.00236 -0.96412 3.54908
H -1.90245 -0.93244 4.55000
H -4.04466 -1.17048 5.68406
H -5.94130 0.30566 5.10477
H -5.64413 2.06005 3.37925
H -3.49637 2.32721 2.25959
H -2.01213 3.32357 1.15709
H -1.65410 5.70926 1.48978
H 0.00219 6.50496 3.14846
H 1.27337 4.86491 4.49311
H 0.90492 2.47131 4.18439
F -2.41760 -1.79042 1.93841
C -2.93358 -1.21457 0.82599
C -2.12835 -0.53700 -0.06848
C -2.79587 -0.18253 -1.22490
F -2.13661 0.39039 -2.25849
C -4.14850 -0.39762 -1.45834
F -4.70578 -0.01224 -2.61592
C -4.92051 -1.02447 -0.49673
F -6.22311 -1.24387 -0.69550
C -4.29150 -1.44789 0.66123
F -4.98561 -2.11111 1.59444
C -0.03570 1.63035 -4.39172
O 0.12346 1.40176 -2.98774
C -0.29267 2.38670 -2.20068
S -0.74746 3.86828 -2.72618
S -0.30010 2.04369 -0.48754
H 0.36539 0.74698 -4.87307
H 0.50370 2.52696 -4.69374
H -1.09407 1.75466 -4.61794


34
Properties=species:S:1:pos:R:3 method="wB97M-V/def2-TZVPD" total_energy_ha=-5043.18693 charge=-1 max_force_ev_per_a=1.01 homo_lumo_gap_ev=9.05
N 1.48500 0.68573 -1.32556
C 1.84791 1.34298 -2.55329
O 0.84334 2.22151 -3.02344
C 0.37661 3.19610 -2.16701
Br 1.78497 4.11588 -1.14612
C -0.68464 2.71528 -1.19764
N -1.97410 2.48653 -1.86382
C -2.17052 1.18290 -2.36553
F -3.50730 1.00510 -2.56818
F -1.74882 0.21938 -1.52192
F -1.54780 0.97670 -3.55245
H 1.67912 -0.29905 -1.36644
H 1.94121 1.08909 -0.52427
H 2.80227 1.85678 -2.49864
H 1.94191 0.59420 -3.32746
H -0.05992 3.96243 -2.78992
H -0.84059 3.52758 -0.49968
H -0.33522 1.87090 -0.61768
H -2.69352 2.64415 -1.17759
C -2.17882 -1.16207 2.13474
F -2.84699 -0.00745 2.12296
F -2.72908 -1.94386 3.06592
F -2.35263 -1.75106 0.95140
S -0.40128 -0.84491 2.49087
O -0.38875 -0.25706 3.79957
O 0.04440 -0.00837 1.41098
N 0.06020 -2.35631 2.41463
S 1.59108 -2.70544 2.62504
O 2.08435 -2.53196 3.96070
O 2.46130 -2.30960 1.55345
C 1.40606 -4.52547 2.42643
F 0.92777 -4.84154 1.22205
F 0.58747 -5.03859 3.34541
F 2.59504 -5.11046 2.56248